Record 1
C42H102N12O9 | ωB97M-V with the def2-TZVPD basis set

The structure (SMILES) is CC1(C)CCCC(C)(C)N1O.CC1(C)CCCC(C)(C)N1O.CC1(C)CCCC(C)(C)N1O.COC[C@H](C)N.COC[C@H](C)N.COC[C@H](C)N.NC(N)=O.NC(N)=O.NC(N)=O. Its net charge is 0.

Structure (XYZ):
```
165
C42H102N12O9, DFT ωB97M-V with the def2-TZVPD basis set
C -7.796 -22.613 10.942
C -7.030 -22.609 9.537
C -7.130 -24.073 9.018
C -6.948 -24.261 7.533
C -7.948 -23.369 6.769
C -7.805 -21.877 7.108
N -7.835 -21.721 8.596
O -7.947 -20.423 9.018
C -6.544 -21.250 6.560
C -9.056 -21.206 6.466
C -5.618 -22.132 9.733
H -7.713 -21.644 11.434
H -7.513 -23.361 11.684
H -8.867 -22.677 10.749
H -6.315 -24.657 9.444
H -8.025 -24.533 9.435
H -7.121 -25.300 7.253
H -5.891 -24.274 7.267
H -8.966 -23.662 7.022
H -7.709 -23.467 5.710
H -6.704 -20.854 5.557
H -6.171 -20.451 7.202
H -5.708 -21.949 6.522
H -9.195 -21.249 5.385
H -9.921 -21.461 7.078
H -9.102 -20.143 6.702
H -4.943 -22.866 10.171
H -5.567 -21.219 10.327
H -5.123 -22.014 8.769
H -8.813 -20.390 9.430
C -13.233 -28.137 1.358
C -12.478 -29.311 2.077
C -12.619 -30.742 1.402
C -11.783 -31.703 2.166
C -10.356 -31.359 1.938
C -9.964 -30.007 2.547
N -11.011 -29.012 2.028
O -10.677 -27.721 2.491
C -9.852 -30.148 4.135
C -8.616 -29.576 1.936
C -13.184 -29.405 3.465
H -12.752 -27.906 0.407
H -13.195 -27.210 1.929
H -14.270 -28.336 1.086
H -13.625 -31.160 1.374
H -12.525 -30.603 0.325
H -11.879 -32.691 1.714
H -12.106 -31.786 3.203
H -10.154 -31.424 0.869
H -9.998 -32.239 2.471
H -10.118 -29.249 4.691
H -10.471 -30.961 4.513
H -8.811 -30.417 4.311
H -8.562 -29.392 0.863
H -8.277 -28.690 2.473
H -7.893 -30.356 2.175
H -13.285 -28.351 3.723
H -12.556 -29.820 4.253
H -14.052 -30.064 3.445
H -10.620 -27.254 1.654
C -3.718 -36.217 -0.134
C -2.928 -34.832 0.198
C -2.933 -33.971 -1.045
C -2.497 -32.531 -0.858
C -3.532 -31.848 0.108
C -3.618 -32.610 1.451
N -3.753 -34.120 1.240
O -3.888 -34.856 2.435
C -2.323 -32.251 2.251
C -4.892 -32.109 2.165
C -1.482 -35.123 0.672
H -4.762 -36.189 0.178
H -3.285 -37.071 0.385
H -3.739 -36.444 -1.199
H -2.346 -34.569 -1.743
H -3.927 -34.014 -1.490
H -2.626 -32.148 -1.870
H -1.434 -32.485 -0.623
H -4.512 -31.948 -0.360
H -3.269 -30.790 0.134
H -2.311 -32.702 3.243
H -1.404 -32.438 1.696
H -2.263 -31.187 2.483
H -5.107 -32.720 3.042
H -4.713 -31.089 2.506
H -5.743 -32.182 1.489
H -0.879 -34.221 0.778
H -0.788 -35.622 -0.004
H -1.355 -35.532 1.674
H -4.828 -34.853 2.630
C -7.560 -21.935 2.872
O -7.574 -20.716 2.686
N -6.475 -22.626 2.818
N -8.670 -22.645 2.994
H -5.570 -22.177 2.826
H -6.563 -23.630 2.747
H -9.435 -22.097 3.360
H -8.544 -23.640 3.114
C -4.086 -30.227 5.831
O -5.133 -30.669 5.316
N -3.472 -29.136 5.400
N -3.314 -30.967 6.604
H -3.810 -28.718 4.545
H -2.526 -28.954 5.702
H -2.537 -30.403 6.918
H -3.633 -31.870 6.926
C -11.305 -24.855 5.083
O -10.522 -24.199 4.415
N -11.830 -25.988 4.744
N -11.589 -24.374 6.280
H -12.460 -26.494 5.349
H -11.564 -26.420 3.870
H -11.076 -23.538 6.519
H -12.203 -24.856 6.921
C -0.303 -26.651 0.112
C 0.804 -27.626 0.138
C 0.535 -29.004 0.705
O 1.756 -29.786 0.772
C 1.676 -31.139 1.023
N 1.282 -27.731 -1.192
H -0.507 -26.400 1.152
H -1.197 -27.103 -0.317
H -0.061 -25.774 -0.490
H 1.651 -27.216 0.688
H -0.196 -29.487 0.057
H 0.104 -28.939 1.704
H 0.791 -31.652 0.645
H 1.625 -31.408 2.078
H 2.539 -31.557 0.506
H 1.578 -28.695 -1.153
H 2.156 -27.269 -1.401
C -6.957 -27.213 5.124
C -6.486 -26.146 4.091
C -5.753 -26.703 2.879
O -4.724 -27.511 3.395
C -3.879 -28.058 2.387
N -7.648 -25.441 3.673
H -7.467 -28.041 4.632
H -7.539 -26.908 5.993
H -6.101 -27.659 5.631
H -5.931 -25.465 4.736
H -5.529 -25.905 2.171
H -6.405 -27.355 2.298
H -3.128 -27.359 2.018
H -4.283 -28.535 1.494
H -3.294 -28.784 2.953
H -8.225 -26.203 3.347
H -8.227 -25.215 4.469
C -7.273 -24.345 0.013
C -7.340 -24.832 -1.448
C -6.132 -25.663 -2.064
O -4.851 -24.920 -1.930
C -3.923 -25.393 -0.898
N -8.654 -25.533 -1.585
H -8.100 -23.670 0.231
H -6.294 -23.867 0.059
H -7.275 -25.231 0.647
H -7.343 -23.909 -2.028
H -6.298 -25.669 -3.141
H -6.025 -26.733 -1.885
H -4.232 -25.155 0.120
H -3.038 -24.785 -1.082
H -3.565 -26.412 -1.042
H -9.087 -25.460 -0.676
H -8.475 -26.519 -1.712
```

Record 2
C42H105ClFO28P7Zn | ωB97M-V with the def2-TZVPD basis set

Its net charge is 0.

Structure (XYZ):
```
185
C42H105ClFO28P7Zn, DFT ωB97M-V with the def2-TZVPD basis set
Zn 0.065 -1.238 1.051
F -0.952 -2.612 2.141
Cl -0.127 0.682 2.352
C 0.350 6.560 -4.813
C 0.083 5.695 -3.554
O 1.232 5.529 -2.749
P 1.761 6.782 -1.791
O 1.175 8.136 -2.002
O 1.381 6.268 -0.307
C 1.957 5.121 0.249
C 0.908 4.090 0.570
O 3.389 6.655 -1.793
C 4.055 7.088 -2.995
C 4.269 5.878 -3.923
H -0.510 6.733 -5.460
H 0.742 7.561 -4.634
H 1.087 6.029 -5.416
H -0.772 6.246 -3.161
H -0.325 4.753 -3.921
H 2.733 4.655 -0.359
H 2.407 5.482 1.174
H 0.514 3.652 -0.347
H 1.264 3.277 1.204
H 0.101 4.546 1.144
H 3.538 7.901 -3.505
H 5.016 7.483 -2.666
H 4.961 6.150 -4.720
H 4.724 5.075 -3.343
H 3.298 5.549 -4.291
C -1.711 -6.978 0.584
C -1.695 -5.461 0.412
O -1.041 -5.122 -0.776
P 0.408 -4.271 -0.876
O 0.344 -2.873 -0.419
O 1.477 -5.242 -0.156
C 1.441 -5.465 1.233
C 2.824 -5.937 1.620
O 0.727 -4.367 -2.454
C 0.826 -5.675 -3.044
C 1.484 -5.575 -4.425
H -2.125 -7.281 1.546
H -2.384 -7.361 -0.183
H -0.733 -7.449 0.479
H -2.640 -4.920 0.475
H -1.118 -5.014 1.221
H 1.164 -4.523 1.706
H 0.727 -6.260 1.448
H 3.598 -5.201 1.407
H 2.902 -6.010 2.705
H 3.032 -6.892 1.136
H 1.498 -6.321 -2.479
H -0.172 -6.107 -2.969
H 2.410 -5.007 -4.333
H 1.743 -6.528 -4.887
H 0.855 -5.084 -5.167
C -2.326 -0.598 10.914
C -3.514 -1.129 10.138
O -4.003 -0.093 9.302
P -4.834 -0.436 7.928
O -6.032 -1.230 8.134
O -3.633 -1.203 7.106
C -3.808 -1.202 5.704
C -2.993 -2.416 5.283
O -5.007 0.957 7.169
C -6.055 1.818 7.630
C -6.115 3.020 6.771
H -1.482 -0.272 10.305
H -2.660 0.233 11.535
H -1.903 -1.476 11.403
H -3.081 -1.960 9.582
H -4.262 -1.726 10.659
H -4.856 -1.259 5.412
H -3.329 -0.323 5.271
H -1.937 -2.145 5.298
H -3.158 -3.286 5.918
H -3.345 -2.754 4.309
H -7.054 1.385 7.690
H -5.901 2.112 8.668
H -5.129 3.419 6.534
H -6.524 2.758 5.795
H -6.665 3.824 7.259
C -5.240 0.250 -2.904
C -4.952 -1.071 -2.212
O -3.611 -1.233 -1.665
P -3.002 -0.264 -0.502
O -1.693 -0.798 -0.095
O -4.193 -0.118 0.625
C -4.231 -0.952 1.723
C -4.339 -2.441 1.431
O -3.028 1.219 -1.211
C -2.451 2.297 -0.529
C -2.666 3.622 -1.277
H -6.079 0.209 -3.599
H -5.521 0.988 -2.152
H -4.404 0.623 -3.496
H -5.744 -1.261 -1.487
H -5.099 -1.845 -2.965
H -3.373 -0.724 2.355
H -5.102 -0.753 2.348
H -4.396 -3.015 2.356
H -5.283 -2.632 0.921
H -3.502 -2.796 0.829
H -2.843 2.446 0.478
H -1.368 2.240 -0.427
H -2.121 3.580 -2.221
H -3.674 4.034 -1.310
H -2.095 4.380 -0.742
C 0.150 1.118 -8.807
C -0.265 2.189 -7.775
O -0.601 1.660 -6.469
P -1.977 0.739 -6.267
O -2.624 0.361 -7.562
O -1.584 -0.514 -5.257
C -1.005 -0.242 -3.991
C 0.004 -1.299 -3.458
O -2.931 1.636 -5.386
C -3.552 2.816 -5.875
C -4.763 3.314 -5.077
H 0.650 0.269 -8.342
H -0.794 0.830 -9.270
H 0.720 1.572 -9.617
H 0.541 2.916 -7.683
H -1.142 2.701 -8.172
H -0.465 0.704 -3.937
H -1.786 -0.070 -3.251
H 0.957 -1.198 -3.976
H 0.185 -1.182 -2.389
H -0.414 -2.296 -3.594
H -2.752 3.552 -5.937
H -3.832 2.603 -6.907
H -5.585 2.598 -5.099
H -4.420 3.379 -4.045
H -5.091 4.275 -5.475
C 6.036 -3.357 0.439
C 4.634 -2.684 0.741
O 4.193 -2.857 2.071
P 2.827 -2.233 2.631
O 1.764 -1.915 1.661
O 2.516 -3.375 3.721
C 1.415 -3.351 4.580
C 1.579 -2.434 5.827
O 3.371 -1.034 3.568
C 4.593 -1.223 4.319
C 5.605 -0.257 3.735
H 6.805 -2.729 0.890
H 6.171 -4.340 0.889
H 6.214 -3.440 -0.633
H 4.705 -1.611 0.564
H 3.868 -3.049 0.057
H 0.469 -3.125 4.088
H 1.246 -4.329 5.031
H 0.740 -2.257 6.500
H 2.468 -2.698 6.399
H 1.892 -1.469 5.429
H 4.446 -0.926 5.358
H 4.941 -2.255 4.268
H 5.232 0.766 3.777
H 6.598 -0.382 4.167
H 5.663 -0.477 2.669
C 4.943 -1.508 -2.838
C 3.529 -1.375 -2.302
O 3.500 -0.139 -1.584
P 2.155 0.571 -1.012
O 1.114 -0.302 -0.371
O 1.525 1.346 -2.355
C 2.147 2.421 -2.969
C 2.826 1.951 -4.259
O 2.690 1.806 -0.146
C 3.351 1.512 1.064
C 4.896 1.725 0.918
H 5.252 -0.541 -3.236
H 5.692 -1.793 -2.098
H 4.976 -2.184 -3.692
H 2.847 -1.251 -3.143
H 3.243 -2.204 -1.654
H 1.462 3.224 -3.240
H 2.863 2.943 -2.335
H 3.499 1.140 -3.983
H 2.070 1.566 -4.944
H 3.336 2.805 -4.707
H 2.958 2.170 1.839
H 3.056 0.528 1.430
H 5.363 0.912 0.363
H 5.126 2.616 0.334
H 5.424 1.865 1.861
```

E_LUMO in eV, matching the order above: 0.25, 0.28
Gap between HOMO and LUMO in eV, matching the order above: 8.178, 8.580